Arrangement a

The following is a quantum chemistry calculation of an isolated molecule of C6H6OS, from the OMol25 dataset.

XYZ file:
```
14
C6H6OS | the OMol25 dataset | ωB97M-V/def2-TZVPD
C -4.0583 -0.1440 0.0346
C -2.6684 0.0112 0.1707
C -1.4842 0.0905 -0.0812
C -0.0124 -0.0503 -0.0352
C 0.7734 -1.1321 0.0104
S 2.3801 -0.6188 -0.0287
C 1.8306 1.1491 0.1735
O 0.5295 1.1705 -0.1992
H -4.2374 -0.3215 -1.1471
H -4.4343 0.9082 0.1721
H -4.7246 -0.9562 0.5306
H 0.3986 -2.1539 0.2681
H 2.1053 1.7721 1.1942
H 2.2904 1.7414 -0.6025
```

HOMO energy in eV: -7.6
SMILES: CC#CC1=CSCO1
Gap between HOMO and LUMO in eV: 8.3433

Arrangement b

The following is a quantum chemistry calculation of an isolated molecule of C6H6OS, from the OMol25 dataset.

XYZ file:
```
14
C6H6OS | the OMol25 dataset | ωB97M-V/def2-TZVPD
C 0.9036 2.5138 1.6316
C 0.4585 1.6176 0.8246
C -0.2334 0.4253 0.2644
C -1.3654 0.3214 -0.6728
S -1.2242 -1.2018 -1.7325
C 0.4216 -1.7429 -0.8758
C 0.5207 -0.7261 0.0911
O -0.3161 -0.5287 1.2322
H 1.4052 3.2297 2.2033
H -2.3095 0.3660 0.0224
H -1.3504 1.0053 -1.4735
H 0.3210 -2.8153 -0.5109
H 1.3133 -1.8106 -1.5832
H 1.4549 -0.6537 0.5790
```

HOMO energy in eV: -9.0
SMILES: C#C[C@@]12CSC[C@@H]1O2
Gap between HOMO and LUMO in eV: 9.7548

Arrangement c

The following is a quantum chemistry calculation of an isolated molecule of C6H6OS, from the OMol25 dataset.

XYZ file:
```
14
C6H6OS | the OMol25 dataset | ωB97M-V/def2-TZVPD
C 0.4135 2.6278 -1.0178
O -0.0457 1.6938 -0.0848
C 0.1300 0.4177 -0.4784
C 0.2811 -0.1937 -1.6076
C 0.1472 -1.6673 -1.3892
C -0.0331 -2.0057 -0.1291
C -0.0938 -0.7247 0.5400
S -0.4188 -0.4842 2.1061
H 0.3115 3.6293 -0.6848
H -0.1385 2.5180 -1.9857
H 1.5175 2.4408 -1.1940
H 0.1945 0.2468 -2.6660
H 0.2839 -2.3321 -2.2814
H -0.1725 -3.0309 0.2849
```

HOMO energy in eV: -8.7
SMILES: COC1=CC=CC1=S
Gap between HOMO and LUMO in eV: 7.6367

The most stable arrangement is arrangement c, and the next structure is 35.8 kcal/mol less stable.

Arrangement a

The following is a quantum chemistry calculation of an isolated molecule of C9H12NP, from the OMol25 dataset.

XYZ file:
```
23
C9H12NP | the OMol25 dataset | ωB97M-V/def2-TZVPD
C -0.3519 -0.4588 -0.8819
C 0.9026 0.0120 -1.2703
C -0.6558 -0.8812 0.4855
C 2.1344 0.0129 -0.6351
C -2.1773 -0.8690 0.6407
C -3.0036 1.8467 -0.6684
C -3.2319 1.1256 0.4683
C -1.4347 -2.1573 0.5475
C 4.3151 0.2013 0.8230
N -3.2021 -0.2447 0.6799
P 2.5860 -0.4869 0.8724
H -1.1795 -0.2427 -1.4844
H 0.9222 0.3770 -2.2118
H -0.0226 -0.5960 1.3315
H 2.7643 0.7548 -1.1054
H -3.1246 2.8929 -0.6854
H -2.6399 1.3827 -1.6149
H -3.7082 1.6357 1.3670
H -1.6285 -2.8003 -0.3622
H -1.3269 -2.6054 1.4899
H 5.1393 -0.3957 1.1579
H 4.5500 1.1821 1.2990
H 4.3734 0.3145 -0.2428
```

HOMO energy (spin up / spin down) in eV: -6.1 / -8.5
⟨S²⟩: 2.011
Gap between HOMO and LUMO (spin up / spin down) in eV: 7.0614 / 6.4172
2S+1: 3

Arrangement b

The following is a quantum chemistry calculation of an isolated molecule of C9H12NP, from the OMol25 dataset.

XYZ file:
```
23
C9H12NP | the OMol25 dataset | ωB97M-V/def2-TZVPD
C -1.0630 -1.1870 -2.1239
C -1.4008 -2.2518 -1.1636
C 0.0320 -0.4497 -2.2813
C -1.1241 -2.1100 0.1260
C 0.9076 0.6127 -0.4658
C 0.5767 4.1115 -0.2057
C 1.3077 3.0385 0.1106
C 1.2211 -0.4875 -1.3882
C -0.5176 -1.3047 2.6554
N 1.1852 1.8270 -0.4524
P -1.1629 -0.5641 1.0645
H -1.8573 -1.0669 -2.9433
H -1.6154 -3.2955 -1.5967
H -0.0069 0.2305 -3.1255
H -1.2737 -2.9411 0.8759
H 0.9203 4.9877 0.3808
H -0.3384 4.2233 -0.8087
H 1.9726 3.0589 1.0759
H 1.3408 -1.4826 -1.0441
H 2.2020 -0.3020 -2.0378
H -1.1195 -2.1707 2.8177
H -0.3833 -0.4860 3.3077
H 0.5632 -1.6392 2.5267
```

HOMO energy (spin up / spin down) in eV: -5.7 / -8.7
⟨S²⟩: 2.038
Gap between HOMO and LUMO (spin up / spin down) in eV: 6.4441 / 7.4529
2S+1: 3

The most stable arrangement is arrangement b, and the next structure is 9.1 kcal/mol less stable.

Arrangement a

The following is a quantum chemistry calculation of a 2-piece molecular cluster, C3H8INO overall, from the OMol25 dataset.

XYZ file:
```
14
C3H8INO | the OMol25 dataset | ωB97M-V/def2-TZVPD
C 0.2832 -1.6248 -1.2314
C -0.2528 -0.2128 -0.8994
O -1.0968 0.3772 -1.6734
N 0.2772 0.4992 0.3506
H 0.0852 -0.1528 1.0856
H 1.4142 0.4642 0.1566
C -0.1518 1.8902 0.6066
H 1.1852 -1.8788 -0.8954
H 0.1122 -1.7338 -2.2974
H -0.3948 -2.6008 -0.7894
H 0.1822 2.5122 -0.0164
H 0.1852 2.2222 1.4876
H -1.2628 1.8132 0.9766
I -0.5658 -1.5748 3.1386
```

HOMO energy in eV: -7.4
Gap between HOMO and LUMO in eV: 6.4307

Arrangement b

The following is a quantum chemistry calculation of a 2-piece molecular cluster, C3H8INO overall, from the OMol25 dataset.

XYZ file:
```
14
C3H8INO | the OMol25 dataset | ωB97M-V/def2-TZVPD
C -0.0268 0.4297 -1.1977
C 0.4998 0.0914 0.0194
C 0.9506 1.1696 0.8978
O 0.8481 -1.1630 0.3971
N 0.2939 -2.2253 -0.3606
H -0.4142 1.4494 -1.1724
H -0.4572 -0.2928 -1.8996
H 2.0182 1.2098 1.1009
H 0.5320 0.7894 1.7793
H 0.5268 2.1021 0.8108
H 0.7048 -1.9696 -1.2765
H 0.9118 -2.9391 -0.1124
I -3.2203 0.4289 1.2494
H -3.1675 0.9195 -0.2356
```

HOMO energy in eV: -8.6
SMILES: C=C(C)ON.I
Gap between HOMO and LUMO in eV: 9.3208

The most stable arrangement is arrangement a, and the next structure is 7.1 kcal/mol less stable.

Arrangement a

The following is a quantum chemistry calculation of BrH10O5 as an isolated structure, from the OMol25 dataset.

XYZ file:
```
16
BrH10O5 | the OMol25 dataset | ωB97M-V/def2-TZVPD
Br 53.0900 19.4570 9.7120
O 51.7740 16.8940 11.2600
H 52.2090 17.7110 10.8870
H 51.2720 16.4520 10.5270
O 54.3320 18.8660 12.3660
H 55.3290 18.7770 12.3400
H 54.0270 18.8730 11.3490
O 52.7260 22.0500 11.6970
H 52.4600 21.1860 11.4260
H 53.3360 22.4530 11.1170
O 55.6350 21.2470 9.1800
H 55.5050 21.9220 8.2780
H 54.9820 20.6950 9.5890
O 50.3770 20.5150 7.7880
H 51.1410 20.6190 7.2960
H 50.9310 19.9350 8.3380
```

Net charge: -1
HOMO energy in eV: -5.9
Gap between HOMO and LUMO in eV: 9.1999

Arrangement b

The following is a quantum chemistry calculation of a 6-piece molecular cluster, BrH10O5 overall, from the OMol25 dataset.

XYZ file:
```
16
BrH10O5 | the OMol25 dataset | ωB97M-V/def2-TZVPD
Br 0.1403 1.0787 0.6380
O -3.0616 1.0526 1.8980
H -2.0909 1.0658 1.7861
H -3.3544 0.4036 1.2514
O -0.4797 -2.1681 -0.3732
H -0.4670 -2.1101 -1.3337
H -0.1358 -1.3029 -0.0755
O 2.6689 -0.0841 2.6799
H 2.7581 -1.0402 2.6245
H 1.9120 0.1214 2.0935
O 2.5523 -0.1728 -1.5897
H 1.9996 0.5805 -1.3174
H 1.9308 -0.7781 -2.0049
O -1.2741 0.9549 -2.4056
H -2.1345 1.3849 -2.3995
H -0.9640 1.0138 -1.4719
```

Net charge: -1
HOMO energy in eV: -5.7
Gap between HOMO and LUMO in eV: 9.1575

Arrangement c

The following is a quantum chemistry calculation of a 6-piece molecular cluster, BrH10O5 overall, from the OMol25 dataset.

XYZ file:
```
16
BrH10O5 | the OMol25 dataset | ωB97M-V/def2-TZVPD
Br 13.8440 9.4650 -25.8760
O 16.3800 10.6500 -24.1400
H 15.7870 10.4030 -23.4150
H 15.8370 10.5530 -24.9100
O 11.7200 7.0830 -26.2940
H 12.4750 7.7520 -26.1450
H 11.2490 7.6050 -26.9320
O 10.5180 10.3180 -26.2520
H 10.1420 11.2090 -26.1710
H 11.4430 10.3870 -26.3020
O 12.1970 10.6090 -23.2310
H 11.2700 10.7580 -23.2180
H 12.4490 10.0260 -23.9380
O 14.2400 7.2080 -23.4650
H 13.8540 7.9970 -23.8620
H 14.8520 6.9480 -24.1390
```

Net charge: -1
HOMO energy in eV: -5.7
Gap between HOMO and LUMO in eV: 9.0566

The most stable arrangement is arrangement b, and the next structure is 6.6 kcal/mol less stable.